{"formula": "C24H55Br2N7O7P2", "method": "wB97M-V/def2-TZVPD", "symbols": ["C", "C", "C", "C", "C", "C", "C", "Br", "C", "C", "Br", "O", "C", "O", "O", "C", "C", "O", "N", "O", "H", "H", "H", "H", "H", "H", "H", "H", "H", "H", "H", "H", "H", "H", "H", "H", "H", "H", "H", "C", "N", "C", "P", "O", "N", "C", "C", "N", "C", "C", "H", "H", "H", "H", "H", "H", "H", "H", "H", "H", "H", "H", "H", "H", "H", "H", "H", "H", "C", "N", "C", "P", "O", "N", "C", "C", "N", "C", "C", "H", "H", "H", "H", "H", "H", "H", "H", "H", "H", "H", "H", "H", "H", "H", "H", "H", "H"], "xyz": [[2.88457, -1.79229, -0.54425], [2.68681, -1.96485, -2.04444], [1.87289, -0.85389, -2.71301], [0.41562, -0.72233, -2.23096], [-0.59395, -1.54499, -3.05791], [-1.32080, -2.62365, -2.22415], [-2.10335, -1.96848, -1.08562], [-3.43108, -0.70291, -1.77687], [-2.71924, -3.03553, -0.12429], [-4.22819, -3.05313, -0.00202], [-1.98921, -2.67995, 1.67427], [-0.19318, -3.39531, -1.69946], [0.10099, -4.34518, -2.63186], [0.99817, -5.15005, -2.58510], [-0.80501, -4.24790, -3.68285], [-1.96327, -3.75636, -2.99696], [-3.24847, -3.55874, -3.78907], [-4.28907, -4.32333, -3.17980], [-4.20875, -5.66333, -3.63076], [-4.49727, -6.40017, -2.78588], [3.69708, -1.11463, -0.27658], [3.15293, -2.76879, -0.14060], [1.99429, -1.48284, 0.00166], [2.28085, -2.93974, -2.29747], [3.67945, -1.92952, -2.49686], [1.89308, -0.97671, -3.79756], [2.39498, 0.08618, -2.52834], [0.17750, 0.33782, -2.28047], [0.40657, -0.98140, -1.17545], [-1.31450, -0.85269, -3.48512], [-0.04938, -1.99607, -3.88202], [-1.45877, -1.36274, -0.47023], [-2.31604, -4.00299, -0.38432], [-4.57719, -2.19930, 0.56897], [-4.50612, -3.93780, 0.56893], [-4.72303, -3.11679, -0.96396], [-2.18843, -4.59263, -2.33106], [-3.54781, -2.52670, -3.90282], [-3.12777, -3.97440, -4.79224], [7.48683, 0.44053, 3.46305], [7.64412, -0.14267, 2.14790], [7.25848, -1.55006, 2.15882], [7.21916, 0.65763, 0.67508], [5.77353, 0.24414, 0.54415], [6.97885, 2.37026, 0.76752], [7.07001, 3.14904, 1.98130], [5.91409, 2.87705, -0.09182], [8.87308, 0.93441, 0.28129], [9.92557, -0.04649, 0.57517], [9.19355, 1.78209, -0.87421], [7.80355, -0.27467, 4.22484], [6.44785, 0.72378, 3.67834], [8.13709, 1.30418, 3.59875], [7.44924, -2.01092, 1.18635], [6.19634, -1.68976, 2.39241], [7.85481, -2.09665, 2.89328], [6.30385, 2.87656, 2.71821], [6.94257, 4.20999, 1.75428], [8.06240, 3.06613, 2.42788], [4.92123, 2.76610, 0.36115], [5.90369, 2.35295, -1.04781], [6.08430, 3.93439, -0.31084], [10.24478, 0.04548, 1.61216], [10.80653, 0.12376, -0.04396], [9.60056, -1.07097, 0.39781], [9.70568, 2.68456, -0.53353], [8.30310, 2.08821, -1.41623], [9.83225, 1.27075, -1.59717], [-5.52524, 4.33599, 0.32195], [-5.48355, 2.88966, 0.33465], [-4.26805, 2.39647, -0.30194], [-5.97064, 1.92175, 1.68209], [-4.67088, 1.83489, 2.44291], [-6.92525, 2.68014, 2.91113], [-7.30410, 4.07439, 2.90802], [-6.63942, 2.22378, 4.26717], [-7.42210, 1.44756, 0.88381], [-7.47691, 1.19880, -0.56218], [-8.42244, 0.67438, 1.63089], [-5.14368, 4.70896, -0.63079], [-4.92297, 4.78323, 1.12432], [-6.54824, 4.70795, 0.38197], [-4.27978, 1.30529, -0.35610], [-3.36216, 2.69523, 0.23996], [-4.20066, 2.76710, -1.32883], [-6.44085, 4.74818, 2.98459], [-7.95973, 4.28540, 3.75597], [-7.89051, 4.32026, 2.02057], [-5.76950, 2.72833, 4.70459], [-6.44417, 1.15145, 4.28319], [-7.50701, 2.39879, 4.90886], [-7.58759, 2.13866, -1.10103], [-8.33633, 0.58079, -0.82333], [-6.58791, 0.68601, -0.92976], [-9.33624, 1.26351, 1.73489], [-8.07755, 0.41501, 2.62791], [-8.66954, -0.26763, 1.13692]], "lowdin_charge": [-0.089, -0.245, -0.199, -0.168, -0.113, -0.397, -0.573, 0.899, -0.712, -0.200, 0.728, 0.085, -0.497, 0.170, 0.076, -0.211, -0.115, -0.118, -0.018, 0.101, 0.052, 0.074, 0.063, 0.079, 0.106, 0.106, 0.108, 0.113, 0.087, 0.083, 0.124, 0.043, 0.076, 0.057, 0.081, 0.047, 0.153, 0.091, 0.134, -0.131, -0.338, -0.148, 0.705, -0.303, -0.336, -0.137, -0.153, -0.289, -0.111, -0.116, 0.080, 0.085, 0.064, 0.071, 0.082, 0.081, 0.079, 0.079, 0.071, 0.082, 0.066, 0.080, 0.079, 0.075, 0.074, 0.089, 0.065, 0.076, -0.130, -0.337, -0.176, 0.702, -0.300, -0.339, -0.137, -0.152, -0.287, -0.109, -0.116, 0.080, 0.085, 0.065, -0.028, 0.087, 0.082, 0.079, 0.079, 0.071, 0.082, 0.068, 0.080, 0.080, 0.076, 0.064, 0.089, 0.065, 0.076], "homo_ev": -8.15, "smiles": "CCCCC[C@]1([C@@H](Br)[C@H](C)Br)OC(=O)O[C@@H]1CON=O.CN(C)P(=O)(N(C)C)N(C)C.CN(C)P(=O)(N(C)C)N(C)C", "spin_multiplicity": 1, "homo_lumo_gap_ev": 7.83, "total_charge": 0, "total_energy_ha": -7687.987110}